Record 1
Formula: C5H9N2
Source: the Open Molecules 2025 dataset
Level of theory: ωB97M-V/def2-TZVPD

Summary:
electronic energy: -8302.2865 eV
E_LUMO: -0.122 Ha
Kohn-Sham gap: 0.372 hartree
charge: +1
E_HOMO: -13.461 eV
ΔE to the lowest compared entry with this formula, charge and spin: 79.46 kcal/mol

Last column: Mulliken charge in e.
Atoms and positions in Å:
C (-3.169, -0.807, 0.274)  -1.27
C (-2.035, 0.058, -0.016)  0.57
C (-0.949, 0.586, -0.089)  -0.04
C (0.205, 1.296, -0.678)  -0.76
N (1.462, 0.841, 0.052)  -0.22
C (1.953, -0.321, -0.099)  0.22
N (2.991, -0.763, 0.456)  -0.30
H (-3.123, -1.139, 1.270)  0.33
H (-3.049, -1.627, -0.315)  0.36
H (-4.076, -0.365, 0.006)  0.34
H (0.414, 0.985, -1.694)  0.33
H (0.129, 2.442, -0.634)  0.30
H (1.665, 1.533, 0.795)  0.29
H (1.322, -0.929, -0.773)  0.31
H (3.290, -1.685, 0.352)  0.27
H (3.459, -0.506, 1.321)  0.26

Record 2
Formula: C5H9N2
Source: the Open Molecules 2025 dataset
Level of theory: ωB97M-V/def2-TZVPD

Summary:
expectation value of S²: 2.012
electronic energy: -8299.3647 eV
E_LUMO (spin up / spin down): -0.176 / -0.266 Ha
Kohn-Sham gap (spin up / spin down): 0.330 / 0.275 hartree
charge: +1
E_HOMO (spin up / spin down): -13.784 / -14.718 eV
ΔE to the lowest compared entry with this formula, charge and spin: 18.24 kcal/mol
multiplicity: 3

Last column: Löwdin spin population.
Atoms and positions in Å:
C (1.867, -1.317, -0.353)  0.72
C (1.447, -0.594, -1.611)  0.17
C (0.219, -0.405, 1.151)  0.09
C (-0.358, 0.078, -0.201)  0.08
C (-1.223, 1.325, 0.007)  0.01
N (0.787, 0.407, -0.952)  0.76
N (1.302, -1.309, 0.772)  0.09
H (2.294, -0.232, -2.197)  0.00
H (0.879, -1.359, -2.168)  0.02
H (0.652, 0.438, 1.703)  0.00
H (-0.530, -0.895, 1.778)  0.01
H (-0.951, -0.737, -0.649)  0.01
H (-0.633, 2.137, 0.421)  0.00
H (-2.053, 1.100, 0.670)  0.00
H (-1.617, 1.634, -0.958)  0.00
H (1.644, -1.944, 1.496)  0.02

Record 3
Formula: C5H9N2
Source: the Open Molecules 2025 dataset
Level of theory: ωB97M-V/def2-TZVPD

Summary:
expectation value of S²: 2.018
electronic energy: -8298.1833 eV
E_LUMO (spin up / spin down): -0.124 / -0.270 Ha
Kohn-Sham gap (spin up / spin down): 0.276 / 0.300 hartree
charge: +1
E_HOMO (spin up / spin down): -10.906 / -15.504 eV
ΔE to the lowest compared entry with this formula, charge and spin: 45.48 kcal/mol
multiplicity: 3

Last column: Löwdin spin population.
Atoms and positions in Å:
C (0.433, 1.512, 0.330)  0.39
C (2.068, -0.290, -0.665)  0.22
C (2.975, -1.327, -1.030)  0.04
C (-2.680, 0.121, 1.039)  0.03
C (-1.714, 0.302, -0.080)  0.12
N (1.456, 0.577, -0.201)  0.12
N (-0.788, 1.308, 0.274)  0.94
H (0.740, 2.496, 0.722)  0.03
H (4.018, -1.186, -0.607)  0.00
H (3.111, -1.270, -2.168)  0.02
H (2.623, -2.235, -0.538)  0.01
H (-3.527, -0.570, 0.792)  0.00
H (-1.996, -0.308, 1.820)  0.00
H (-3.203, 1.049, 1.513)  0.00
H (-2.202, 0.608, -0.909)  0.01
H (-1.315, -0.785, -0.291)  0.05

Record 4
Formula: C5H9N2O
Source: the Open Molecules 2025 dataset
Level of theory: ωB97M-V/def2-TZVPD

Summary:
electronic energy: -10354.9279 eV
E_LUMO: 0.147 Ha
Kohn-Sham gap: 0.213 hartree
charge: -1
E_HOMO: -1.775 eV
ΔE to the lowest compared entry with this formula, charge and spin: 33.40 kcal/mol

Last column: Mulliken charge in e.
Atoms and positions in Å:
C (0.625, 1.313, -1.581)  -0.54
C (0.213, 2.289, -0.620)  -0.10
C (0.896, -0.150, -1.269)  -0.55
C (-1.419, -1.490, 1.468)  -0.91
C (-0.164, -1.128, 0.613)  0.17
N (0.594, 2.550, 0.637)  -0.64
N (-0.328, -0.636, -0.569)  -0.51
O (1.629, 1.664, 1.084)  -0.37
H (0.352, 1.737, -2.623)  0.12
H (-0.572, 3.064, -0.949)  0.32
H (0.960, -0.604, -2.228)  0.27
H (1.823, -0.381, -0.621)  0.33
H (-1.951, -2.357, 1.111)  0.27
H (-1.026, -1.670, 2.500)  0.26
H (-2.373, -0.746, 1.478)  0.22
H (1.818, 1.226, 0.189)  0.33
H (0.844, -1.435, 0.961)  0.33

Record 5
Formula: C5H9N2O
Source: the Open Molecules 2025 dataset
Level of theory: ωB97M-V/def2-TZVPD

Summary:
electronic energy: -10345.5357 eV
E_LUMO: -0.169 Ha
Kohn-Sham gap: 0.327 hartree
charge: +1
E_HOMO: -13.480 eV
ΔE to the lowest compared entry with this formula, charge and spin: 163.39 kcal/mol

Last column: Mulliken charge in e.
Atoms and positions in Å:
C (0.946, 1.417, 0.938)  -0.40
C (-1.301, 1.085, 0.699)  0.13
C (-0.686, -0.208, 0.223)  -0.77
C (1.099, 0.932, -1.003)  -0.27
C (1.695, -1.055, 0.439)  -0.77
N (-2.468, 1.404, 0.408)  -0.48
N (0.746, 0.081, 0.166)  0.28
O (1.340, 2.002, -0.192)  -0.17
H (-0.533, 1.686, 1.330)  0.56
H (-3.097, 2.193, 0.603)  0.29
H (-0.950, -0.969, 0.921)  0.49
H (-1.015, -0.536, -0.671)  0.36
H (2.054, 0.619, -1.508)  0.37
H (0.249, 0.898, -1.662)  0.33
H (2.345, -0.729, 1.188)  0.37
H (1.186, -2.116, 0.604)  0.32
H (2.211, -1.301, -0.486)  0.35

Record 6
Formula: C5H9N2O
Source: the Open Molecules 2025 dataset
Level of theory: ωB97M-V/def2-TZVPD

Summary:
electronic energy: -10348.6691 eV
E_LUMO: -0.147 Ha
Kohn-Sham gap: 0.350 hartree
charge: +1
E_HOMO: -13.513 eV
ΔE to the lowest compared entry with this formula, charge and spin: 91.13 kcal/mol

Last column: Mulliken charge in e.
Atoms and positions in Å:
N (-1.724, 0.699, -0.688)  -0.55
C (-2.162, -0.453, 0.119)  -0.39
O (-1.046, -1.419, 0.393)  -0.40
C (0.135, -0.948, 0.175)  0.61
C (1.221, -1.373, -0.402)  -0.49
C (2.328, -0.391, -0.422)  -0.43
N (1.704, 0.850, -0.008)  0.00
C (0.546, 0.766, 0.436)  -0.27
H (-2.081, 0.595, -1.634)  0.24
H (-1.983, 1.557, -0.188)  0.25
H (-2.488, -0.075, 1.098)  0.32
H (-3.202, -0.857, -0.292)  0.36
H (1.575, -2.380, -0.772)  0.37
H (3.298, -0.758, 0.050)  0.33
H (2.637, -0.329, -1.582)  0.29
H (2.114, 1.745, -0.196)  0.28
H (-0.234, 1.345, 0.816)  0.49

Q: Among the records above, which one has the highest electronic energy?
A: number 3

Please write out number 2 again, unchanged.
Formula: C5H9N2
Source: the Open Molecules 2025 dataset
Level of theory: ωB97M-V/def2-TZVPD

Summary:
expectation value of S²: 2.012
electronic energy: -8299.3647 eV
E_LUMO (spin up / spin down): -0.176 / -0.266 Ha
Kohn-Sham gap (spin up / spin down): 0.330 / 0.275 hartree
charge: +1
E_HOMO (spin up / spin down): -13.784 / -14.718 eV
ΔE to the lowest compared entry with this formula, charge and spin: 18.24 kcal/mol
multiplicity: 3

Last column: Löwdin spin population.
Atoms and positions in Å:
C (1.867, -1.317, -0.353)  0.72
C (1.447, -0.594, -1.611)  0.17
C (0.219, -0.405, 1.151)  0.09
C (-0.358, 0.078, -0.201)  0.08
C (-1.223, 1.325, 0.007)  0.01
N (0.787, 0.407, -0.952)  0.76
N (1.302, -1.309, 0.772)  0.09
H (2.294, -0.232, -2.197)  0.00
H (0.879, -1.359, -2.168)  0.02
H (0.652, 0.438, 1.703)  0.00
H (-0.530, -0.895, 1.778)  0.01
H (-0.951, -0.737, -0.649)  0.01
H (-0.633, 2.137, 0.421)  0.00
H (-2.053, 1.100, 0.670)  0.00
H (-1.617, 1.634, -0.958)  0.00
H (1.644, -1.944, 1.496)  0.02